# C2H8NO4

A 3-piece molecular cluster, C2H8NO4 overall (ωB97M-V with the def2-TZVPD basis set, the Open Molecules 2025 dataset).

XYZ file:
```
15
Properties=species:S:1:pos:R:3
O -0.177 1.547 -0.684
C -0.533 0.396 -0.333
O 0.234 -0.570 -0.082
C -2.027 0.157 -0.096
N -2.377 -1.251 0.097
H -2.334 0.742 0.776
H -2.584 0.596 -0.930
H -2.829 -1.614 -0.729
H -1.499 -1.742 0.234
H 2.719 1.632 1.004
H 1.365 1.794 0.366
O 1.855 2.037 1.182
H 2.016 -0.909 -0.143
H 3.194 -1.746 -0.654
O 2.975 -1.069 -0.008
```

For the energy, the calculation gives -436.81639 Eh. The LUMO energy is 3.94 eV. Its net charge is -1. The calculation puts the maximum force at 0.0179 hartree/bohr.

Atom charges from the Mulliken analysis, given in e for atoms 1 to 2: -0.82, 0.74